{"formula": "C14H42IO10P", "method": "ωB97M-V with the def2-TZVPD basis set", "e_lumo_ev": 0.17, "energy_ha": -1949.76876, "e_homo_ev": -8.211, "elements": ["C", "C", "C", "C", "C", "O", "C", "O", "C", "O", "C", "P", "O", "I", "H", "H", "H", "H", "H", "H", "H", "H", "H", "H", "H", "H", "H", "H", "H", "H", "H", "H", "C", "O", "H", "H", "H", "H", "C", "O", "H", "H", "H", "H", "C", "O", "H", "H", "H", "H", "C", "O", "H", "H", "H", "H", "C", "O", "H", "H", "H", "H", "C", "O", "H", "H", "H", "H"], "positions_angstrom": [[-2.55, 4.13, 0.29], [-2.82, 2.89, -0.80], [-4.44, 2.93, -1.20], [-2.60, 1.50, 0.04], [-2.66, 0.13, -0.86], [-2.07, -0.95, 0.00], [-3.00, -1.32, 1.08], [-3.16, -2.81, 1.15], [-2.55, -0.76, 2.58], [-1.17, -1.09, 2.95], [-0.39, 0.10, 3.32], [0.91, -0.41, 4.68], [2.33, 0.62, 4.41], [1.44, -2.79, 4.41], [-3.42, 4.02, 1.09], [-2.51, 5.19, -0.21], [-1.55, 3.82, 0.85], [-2.12, 2.98, -1.75], [-4.79, 1.92, -1.67], [-4.61, 3.87, -1.87], [-5.07, 3.08, -0.21], [-3.50, 1.43, 0.82], [-1.59, 1.46, 0.66], [-2.10, 0.22, -1.90], [-3.80, -0.08, -1.13], [-4.09, -0.86, 0.89], [-2.26, -3.24, 1.20], [-2.80, 0.41, 2.65], [-3.32, -1.27, 3.34], [-1.02, 0.97, 3.80], [0.21, 0.43, 2.35], [2.18, 1.45, 4.94], [-1.35, -5.48, -1.59], [-1.42, -4.68, -0.42], [-1.46, -6.53, -1.31], [-2.15, -5.20, -2.27], [-0.38, -5.34, -2.07], [-1.31, -3.76, -0.70], [-1.78, 8.23, 1.58], [-2.19, 6.89, 1.40], [-1.56, 8.67, 0.60], [-2.58, 8.80, 2.06], [-0.87, 8.26, 2.19], [-2.37, 6.53, 2.29], [2.49, 1.91, 0.54], [1.16, 2.38, 0.38], [2.90, 2.33, 1.46], [2.49, 0.82, 0.60], [3.09, 2.24, -0.31], [0.82, 1.99, -0.44], [5.41, -0.69, 0.77], [4.31, -1.24, 1.47], [5.54, -1.24, -0.17], [5.22, 0.36, 0.54], [6.32, -0.79, 1.37], [4.22, -0.73, 2.30], [6.44, -2.61, -3.15], [7.26, -1.79, -2.34], [5.53, -2.06, -3.40], [6.97, -2.88, -4.06], [6.18, -3.51, -2.59], [8.06, -2.30, -2.13], [0.98, -6.13, -4.58], [-0.35, -5.67, -4.74], [1.39, -5.71, -3.66], [0.98, -7.22, -4.52], [1.58, -5.80, -5.43], [-0.70, -6.05, -5.56]]}

=====

{"formula": "C14H43O11", "method": "ωB97M-V with the def2-TZVPD basis set", "e_lumo_ev": -2.74, "charge": 1, "energy_ha": -1386.20918, "e_homo_ev": -12.249, "elements": ["O", "H", "H", "H", "C", "C", "O", "O", "H", "H", "H", "H", "H", "H", "C", "C", "O", "O", "H", "H", "H", "H", "H", "H", "C", "C", "O", "O", "H", "H", "H", "H", "H", "H", "C", "C", "O", "O", "H", "H", "H", "H", "H", "H", "C", "C", "C", "O", "H", "H", "H", "H", "H", "H", "H", "H", "C", "C", "C", "O", "H", "H", "H", "H", "H", "H", "H", "H"], "positions_angstrom": [[0.19, -0.92, 0.43], [-0.49, -0.85, 1.31], [0.96, -0.28, 0.52], [-0.16, -0.61, -0.42], [-2.78, 1.55, 0.36], [-3.07, 2.33, 1.63], [-4.38, 2.90, 1.41], [-1.53, 1.08, 0.32], [-2.89, 2.33, -0.65], [-3.68, 0.80, 0.39], [-2.36, 3.20, 1.82], [-2.99, 1.52, 2.49], [-4.62, 3.21, 2.36], [-0.86, 1.75, 0.53], [2.73, 0.73, 2.94], [3.70, 0.25, 3.99], [4.81, 1.21, 4.12], [1.78, -0.22, 2.64], [3.05, 1.17, 2.20], [2.13, 1.45, 3.55], [4.13, -0.72, 3.80], [3.17, 0.05, 4.81], [5.59, 0.81, 3.62], [1.27, -0.57, 3.53], [-1.30, -1.41, -2.83], [-0.94, -2.07, -4.15], [-2.01, -2.94, -4.51], [-0.37, -0.47, -2.40], [-1.64, -2.03, -2.17], [-2.09, -0.54, -2.87], [-0.03, -2.68, -3.93], [-0.64, -1.43, -4.89], [-1.93, -3.92, -4.38], [-0.09, 0.05, -3.04], [-0.54, 2.74, -2.76], [0.69, 2.45, -3.67], [0.42, 1.17, -4.29], [-0.30, 4.02, -2.08], [-0.69, 1.83, -2.03], [-1.38, 2.92, -3.42], [1.51, 2.69, -3.02], [0.64, 3.14, -4.61], [0.87, 0.99, -5.12], [-0.56, 4.77, -2.58], [3.39, -2.06, -0.26], [3.58, -0.70, -0.99], [3.25, -0.89, -2.44], [2.60, 0.14, -0.44], [4.12, -2.71, -0.64], [2.42, -2.25, -0.05], [4.02, -1.74, 0.73], [4.59, -0.40, -0.82], [3.06, -0.02, -2.98], [2.42, -1.43, -2.46], [3.74, -1.63, -2.83], [3.08, 1.03, -0.35], [-3.24, -1.38, 4.13], [-2.27, -1.81, 2.88], [-3.14, -1.93, 1.59], [-1.31, -0.74, 2.73], [-4.29, -1.84, 4.02], [-3.67, -0.27, 4.10], [-3.15, -1.81, 5.14], [-1.59, -2.62, 2.98], [-3.70, -1.12, 1.19], [-3.86, -2.66, 1.46], [-2.55, -2.17, 0.79], [-0.82, -0.42, 3.59]]}

=====

{"formula": "C14H44N4O8", "method": "ωB97M-V with the def2-TZVPD basis set", "e_lumo_ev": -0.43, "energy_ha": -1380.52560, "e_homo_ev": -8.651, "elements": ["N", "C", "N", "O", "H", "H", "H", "H", "N", "C", "N", "O", "H", "H", "H", "H", "C", "C", "C", "O", "H", "H", "H", "H", "H", "H", "H", "H", "C", "C", "C", "O", "H", "H", "H", "H", "H", "H", "H", "H", "C", "C", "C", "O", "H", "H", "H", "H", "H", "H", "H", "H", "C", "O", "H", "H", "H", "H", "C", "O", "H", "H", "H", "H", "C", "O", "H", "H", "H", "H"], "positions_angstrom": [[0.31, -1.22, -1.01], [0.22, -0.08, -1.62], [0.98, 0.79, -1.04], [-0.51, 0.14, -2.79], [-0.35, -1.95, -1.27], [0.88, -1.36, -0.21], [1.13, 1.64, -1.57], [1.79, 0.52, -0.53], [2.15, -1.42, 3.53], [1.37, -1.79, 2.62], [0.40, -2.65, 2.92], [1.52, -1.31, 1.29], [2.90, -0.71, 3.30], [2.09, -1.58, 4.57], [-0.23, -2.91, 2.10], [0.53, -3.37, 3.59], [5.42, 1.68, -0.05], [4.17, 0.94, -0.24], [4.23, -0.64, -0.39], [3.26, 1.25, 0.52], [5.94, 1.52, 0.86], [5.42, 2.76, -0.25], [6.03, 1.20, -0.84], [3.83, 1.30, -1.23], [3.92, -1.21, 0.48], [5.21, -0.91, -0.75], [3.70, -1.00, -1.28], [3.64, 1.08, 1.35], [-3.16, 0.76, -0.48], [-3.19, 0.30, 0.92], [-1.85, -0.26, 1.39], [-3.57, 1.13, 1.83], [-2.64, 0.24, -1.28], [-2.59, 1.77, -0.54], [-4.16, 0.84, -0.78], [-3.88, -0.49, 0.89], [-1.72, -0.54, 2.46], [-1.10, 0.45, 1.21], [-1.55, -1.24, 0.82], [-3.51, 0.68, 2.69], [-3.06, -2.44, -2.60], [-2.78, -3.11, -1.26], [-3.66, -4.33, -1.02], [-1.57, -3.40, -1.11], [-2.94, -3.09, -3.48], [-2.38, -1.57, -2.61], [-4.13, -2.03, -2.69], [-2.93, -2.34, -0.47], [-3.55, -5.10, -1.81], [-4.69, -4.06, -0.90], [-3.42, -4.89, -0.11], [-1.37, -3.86, -0.27], [0.84, 3.82, -0.05], [2.11, 3.50, -0.72], [0.94, 3.93, 1.05], [0.11, 3.09, -0.19], [0.45, 4.67, -0.63], [2.62, 2.82, -0.23], [-2.45, 2.67, -3.13], [-1.11, 3.02, -3.03], [-2.79, 2.67, -4.14], [-3.14, 3.27, -2.51], [-2.67, 1.60, -2.82], [-0.69, 2.22, -3.30], [0.85, 1.75, 2.59], [0.86, 0.97, 3.74], [0.77, 1.06, 1.79], [1.75, 2.31, 2.54], [-0.02, 2.46, 2.66], [1.07, 0.06, 3.52]]}

=====

{"formula": "C14H46BInO13", "method": "ωB97M-V with the def2-TZVPD basis set", "e_lumo_ev": -12.00, "charge": 2, "energy_ha": -1753.15702, "e_homo_ev": -14.526, "elements": ["In", "B", "H", "H", "H", "H", "C", "C", "O", "H", "H", "H", "H", "H", "H", "C", "C", "O", "O", "H", "H", "H", "H", "H", "H", "C", "C", "O", "O", "H", "H", "H", "H", "H", "H", "C", "C", "O", "O", "H", "H", "H", "H", "H", "H", "C", "C", "O", "O", "H", "H", "H", "H", "H", "H", "C", "C", "O", "O", "H", "H", "H", "H", "H", "H", "C", "C", "O", "O", "H", "H", "H", "H", "H", "H"], "positions_angstrom": [[-4.34, -7.63, -25.31], [-1.70, -6.50, -25.53], [-0.62, -6.05, -25.54], [-1.79, -7.42, -26.24], [-1.95, -6.79, -24.44], [-2.46, -5.69, -25.85], [2.29, -5.10, -25.88], [1.66, -4.05, -26.79], [2.33, -2.83, -26.46], [2.11, -4.70, -24.88], [3.34, -5.14, -26.17], [1.79, -6.06, -25.99], [0.61, -3.89, -26.53], [1.83, -4.29, -27.84], [2.14, -2.20, -27.17], [1.62, -8.28, -28.86], [0.41, -8.24, -27.94], [-0.16, -6.95, -28.01], [1.30, -8.68, -30.17], [2.35, -9.00, -28.45], [2.13, -7.31, -28.90], [0.69, -8.53, -26.92], [-0.28, -9.01, -28.31], [-0.46, -6.72, -27.11], [2.07, -8.52, -30.72], [-4.25, -4.10, -27.77], [-4.69, -2.77, -27.20], [-3.96, -2.60, -25.97], [-4.97, -5.20, -27.16], [-3.20, -4.28, -27.56], [-4.40, -4.12, -28.85], [-5.77, -2.76, -27.02], [-4.36, -2.00, -27.90], [-3.95, -1.65, -25.79], [-5.88, -5.07, -27.47], [-2.10, -10.40, -23.70], [-1.50, -10.24, -25.07], [-2.59, -10.03, -25.98], [-2.83, -9.21, -23.32], [-1.33, -10.69, -22.98], [-2.87, -11.17, -23.63], [-0.88, -11.10, -25.32], [-0.89, -9.33, -25.07], [-2.50, -10.69, -26.68], [-2.89, -9.22, -22.36], [0.24, -7.51, -22.86], [0.57, -6.02, -22.54], [-0.57, -5.24, -22.88], [0.65, -7.91, -24.15], [-0.81, -7.79, -22.73], [0.78, -8.12, -22.13], [1.44, -5.71, -23.13], [0.73, -5.94, -21.47], [-0.98, -5.58, -23.69], [0.04, -7.40, -24.73], [-4.02, -4.51, -23.09], [-4.46, -5.57, -22.12], [-3.69, -6.77, -22.41], [-4.42, -4.84, -24.41], [-2.94, -4.42, -22.97], [-4.55, -3.60, -22.80], [-5.50, -5.91, -22.18], [-4.34, -5.29, -21.07], [-3.60, -7.28, -21.60], [-4.25, -4.08, -24.99], [-4.42, -9.37, -28.89], [-4.16, -7.85, -29.04], [-3.12, -7.47, -28.18], [-4.93, -9.67, -27.58], [-3.52, -9.91, -29.17], [-5.21, -9.70, -29.58], [-5.06, -7.32, -28.72], [-4.01, -7.56, -30.08], [-2.28, -7.45, -28.66], [-5.01, -10.63, -27.55]]}